Entry 1:
Molecular formula: C5H11N
Method: DFT, the ωB97M-V functional and the def2-TZVPD basis

For the calculated total energy, the calculation gives -251.55617 Eh. Its LUMO energy is -0.10669 hartree. The calculation puts the HOMO energy at -6.9 eV. As for the energy above the lowest of the compared OMol25 structures with the same formula, charge and spin: 192.2 kcal per mole. For the molecular weight, the calculation gives 85.1 u. The calculation puts the largest force on an atom at 3.9 eV Å⁻¹. The gap between HOMO and LUMO is 4.0 eV.

Cartesian coordinates (Å):
1 N 0.8366 2.6040 -0.0070
2 C 0.2653 0.2819 0.4169
3 C -0.4347 -2.0421 -0.0045
4 C -1.6390 -2.0216 0.6726
5 C 0.0465 1.4525 -0.5760
6 C 0.5138 -1.0244 -0.2317
7 H 2.5415 0.9991 -1.2305
8 H 1.4431 -1.1108 -0.7930
9 H 1.0292 0.6335 1.1175
10 H -0.2857 -3.0382 -0.4270
11 H -0.9829 1.7876 -0.6108
12 H 0.4735 1.1503 -1.5493
13 H -0.6801 0.1988 0.9428
14 H 0.5181 3.4544 -0.4596
15 H 1.6438 1.8848 -0.4860
16 H -2.0746 -3.0174 0.6557
17 H -2.0527 -1.2351 1.2820

Atomic partial charges in e from the Mulliken method, atoms 1 to 5: -0.66, -0.01, -0.22, -0.72, -1.24

***

Entry 2:
Molecular formula: C5H11N
Method: DFT, the ωB97M-V functional and the def2-TZVPD basis

For the calculated total energy, the calculation gives -251.81578 Eh. Its LUMO energy is 0.03987 hartree. The calculation puts the HOMO energy at -7.3 eV. As for the energy above the lowest of the compared OMol25 structures with the same formula, charge and spin: 29.3 kcal per mole. For the molecular weight, the calculation gives 85.1 u. The calculation puts the largest force on an atom at 1.8 eV Å⁻¹. The gap between HOMO and LUMO is 8.4 eV.

Cartesian coordinates (Å):
1 N 1.2382 0.2628 -1.5460
2 C 0.0504 0.2177 -0.7738
3 C 1.3338 -0.5454 1.2180
4 C 0.1736 0.1980 0.5729
5 C -1.0509 0.4243 1.4491
6 C -1.1681 -0.1854 -1.5440
7 H -1.8965 -0.5985 -0.8515
8 H 1.9088 0.7122 -0.9409
9 H -1.9281 -0.2133 1.3268
10 H -1.5548 0.6116 -2.1672
11 H 2.2705 -0.3849 0.6971
12 H -0.7181 0.4071 2.4750
13 H 1.1752 0.6884 -2.4552
14 H -0.9636 -1.1011 -2.1052
15 H -1.4077 1.4183 1.1763
16 H 1.1117 -1.6175 1.2101
17 H 1.4256 -0.2941 2.2582

Atomic partial charges in e from the Mulliken method, atoms 1 to 5: -0.60, 0.73, -1.24, 0.33, -1.30

***

Entry 3:
Molecular formula: C5H11N
Method: DFT, the ωB97M-V functional and the def2-TZVPD basis

For the calculated total energy, the calculation gives -251.74571 Eh. Its LUMO energy is 0.04396 hartree. The calculation puts the HOMO energy at -8.2 eV. As for the energy above the lowest of the compared OMol25 structures with the same formula, charge and spin: 73.3 kcal per mole. For the molecular weight, the calculation gives 85.1 u. The calculation puts the largest force on an atom at 1.0 eV Å⁻¹. The gap between HOMO and LUMO is 9.4 eV.

Cartesian coordinates (Å):
1 N -0.0381 -0.6359 -0.0357
2 C -1.7577 0.9768 -0.7151
3 C -1.3536 -0.1304 0.2489
4 C 1.1902 -0.3364 0.5194
5 C 1.9583 0.8957 -0.0010
6 C 0.3979 -1.9320 0.0681
7 H -1.3959 0.2316 1.2855
8 H -1.7628 0.6129 -1.7479
9 H 2.9470 0.9743 0.4620
10 H -0.2152 -2.6224 0.6949
11 H 0.9872 -2.4200 -0.6953
12 H -2.0372 -0.9823 0.1559
13 H 2.0813 0.9551 -1.0880
14 H 1.4241 1.8257 0.2908
15 H 1.4388 -0.5865 1.5466
16 H -2.7590 1.3367 -0.4627
17 H -1.0632 1.8223 -0.6564

Atomic partial charges in e from the Mulliken method, atoms 1 to 5: 0.16, -1.12, -0.36, -0.34, -1.13

***

Entry 4:
Molecular formula: C5H11N
Method: DFT, the ωB97M-V functional and the def2-TZVPD basis

For the calculated total energy, the calculation gives -251.81661 Eh. Its LUMO energy is 0.04440 hartree. The calculation puts the HOMO energy at -9.1 eV. As for the energy above the lowest of the compared OMol25 structures with the same formula, charge and spin: 28.8 kcal per mole. For the molecular weight, the calculation gives 85.1 u. The calculation puts the largest force on an atom at 0.3 eV Å⁻¹. The gap between HOMO and LUMO is 10.3 eV.

Cartesian coordinates (Å):
1 N 1.0713 -0.0239 0.9130
2 C -0.1278 0.1262 0.1181
3 C -0.1645 0.3054 1.5955
4 C -1.6368 -0.7525 -1.7133
5 C 2.0538 1.0313 0.7687
6 C -0.6243 -1.1011 -0.6236
7 H 2.7566 1.0059 1.6061
8 H 1.6054 2.0384 0.7162
9 H -0.2004 1.0597 -0.4510
10 H -1.9013 -1.6343 -2.3045
11 H -0.5736 -0.4773 2.2326
12 H -1.0543 -1.8205 0.0867
13 H 0.2492 -1.5920 -1.0734
14 H -1.2195 -0.0072 -2.4023
15 H -0.2871 1.3192 1.9819
16 H 2.6149 0.8612 -0.1557
17 H -2.5615 -0.3385 -1.2949

Atomic partial charges in e from the Mulliken method, atoms 1 to 5: -0.31, -0.04, -0.48, -1.21, -0.85

***

Entry 5:
Molecular formula: C5H11N
Method: DFT, the ωB97M-V functional and the def2-TZVPD basis

For the calculated total energy, the calculation gives -251.79652 Eh. Its LUMO energy is 0.04085 hartree. The calculation puts the HOMO energy at -8.0 eV. As for the energy above the lowest of the compared OMol25 structures with the same formula, charge and spin: 41.4 kcal per mole. For the molecular weight, the calculation gives 85.1 u. The calculation puts the largest force on an atom at 4.8 eV Å⁻¹. The gap between HOMO and LUMO is 9.1 eV.

Cartesian coordinates (Å):
1 N -1.0734 0.7723 0.5521
2 C -0.7431 -1.6214 0.0573
3 C 1.0339 -0.0092 -0.4232
4 C -0.4101 1.8043 1.4392
5 C 1.2965 -0.7912 -1.7677
6 C -0.2943 -0.3461 0.1308
7 H -1.1742 2.4664 1.9657
8 H 0.9112 1.0707 -0.6280
9 H 0.2674 1.3083 2.1430
10 H -0.2206 -2.5683 -0.2198
11 H 0.6367 -0.4560 -2.5524
12 H -1.6579 -1.6804 0.4368
13 H 0.2576 2.4573 0.8813
14 H 1.8268 -0.0171 0.1944
15 H 2.3083 -0.8406 -2.0652
16 H -2.0007 0.4447 0.8811
17 H 1.0611 -1.8096 -1.5206

Atomic partial charges in e from the Mulliken method, atoms 1 to 5: -0.30, -1.29, -0.52, -0.80, -1.18

***

Entry 6:
Molecular formula: C5H11N
Method: DFT, the ωB97M-V functional and the def2-TZVPD basis

For the calculated total energy, the calculation gives -251.81258 Eh. Its LUMO energy is 0.04404 hartree. The calculation puts the HOMO energy at -8.9 eV. As for the energy above the lowest of the compared OMol25 structures with the same formula, charge and spin: 31.3 kcal per mole. For the molecular weight, the calculation gives 85.1 u. The calculation puts the largest force on an atom at 0.3 eV Å⁻¹. The gap between HOMO and LUMO is 10.1 eV.

Cartesian coordinates (Å):
1 N 0.6749 -0.1443 -0.7091
2 C 1.6012 0.5603 0.1484
3 C -0.7174 -1.2202 1.4573
4 C -0.7584 0.3091 1.3210
5 C 0.1417 0.8335 0.2096
6 C 0.6618 0.1214 -2.1267
7 H -0.1574 1.7957 -0.2180
8 H 2.0759 -0.0341 0.9278
9 H 2.2373 1.3267 -0.2982
10 H -0.4792 -1.6750 0.4928
11 H -0.3533 -0.0455 -2.5027
12 H 0.0430 -1.5522 2.1706
13 H 0.9743 1.1439 -2.3981
14 H -0.4814 0.7926 2.2674
15 H 1.3289 -0.5927 -2.6195
16 H -1.6833 -1.6076 1.7887
17 H -1.7850 0.6304 1.1075

Atomic partial charges in e from the Mulliken method, atoms 1 to 5: -0.19, -0.50, -1.10, -0.67, -0.01

***

Entry 7:
Molecular formula: C5H11N
Method: DFT, the ωB97M-V functional and the def2-TZVPD basis

For the calculated total energy, the calculation gives -251.77874 Eh. Its LUMO energy is 0.04156 hartree. The calculation puts the HOMO energy at -8.7 eV. As for the energy above the lowest of the compared OMol25 structures with the same formula, charge and spin: 52.6 kcal per mole. For the molecular weight, the calculation gives 85.1 u. The calculation puts the largest force on an atom at 3.3 eV Å⁻¹. The gap between HOMO and LUMO is 9.8 eV.

Cartesian coordinates (Å):
1 N -2.4264 3.8725 1.4877
2 C 1.6593 -3.8484 -1.4239
3 C -1.7291 3.2762 0.3606
4 C 1.5950 -2.8817 -0.3013
5 C -0.4048 3.0755 0.5055
6 C 0.7046 -1.8657 -0.2860
7 H 1.2583 -4.7882 -1.0628
8 H -0.1712 -1.8426 -0.9386
9 H 2.6633 -4.0214 -1.8170
10 H 1.0966 -3.4991 -2.2824
11 H 0.0356 3.1047 1.5103
12 H 2.1341 -2.7964 0.6294
13 H -2.2947 3.3216 -0.5625
14 H 0.5537 -1.2254 0.5575
15 H -1.7366 3.7367 2.2444
16 H 0.3592 3.0156 -0.2622
17 H -3.2969 3.3662 1.6413

Atomic partial charges in e from the Mulliken method, atoms 1 to 5: -0.50, -0.96, 0.21, 0.14, -0.86

***

Entry 8:
Molecular formula: C5H11N
Method: DFT, the ωB97M-V functional and the def2-TZVPD basis

For the calculated total energy, the calculation gives -251.71800 Eh. Its LUMO energy is 0.04410 hartree. The calculation puts the HOMO energy at -9.9 eV. As for the energy above the lowest of the compared OMol25 structures with the same formula, charge and spin: 90.7 kcal per mole. For the molecular weight, the calculation gives 85.1 u. The calculation puts the largest force on an atom at 0.5 eV Å⁻¹. The gap between HOMO and LUMO is 11.1 eV.

Cartesian coordinates (Å):
1 N 0.7253 -1.2643 -0.7175
2 C 2.3550 0.7080 -0.2283
3 C -2.3166 -0.0005 -0.8125
4 C 1.2444 -0.2006 0.2403
5 C -2.0292 1.2748 -0.5716
6 C 1.3685 -1.6412 0.2918
7 H -2.7661 1.9678 -0.1719
8 H -1.0402 1.6800 -0.7766
9 H -3.3071 -0.4058 -0.6158
10 H -1.2494 -1.1729 2.3092
11 H 1.9466 1.5875 -0.7392
12 H 0.4726 0.2765 0.8478
13 H -1.5216 -0.8006 1.7238
14 H 1.7146 -2.5672 0.7374
15 H 3.0151 0.1828 -0.9260
16 H -1.5690 -0.6841 -1.2085
17 H 2.9572 1.0598 0.6176

Atomic partial charges in e from the Mulliken method, atoms 1 to 5: -0.48, -1.19, -0.60, 0.41, -0.38

***

Entry 9:
Molecular formula: C5H11N
Method: DFT, the ωB97M-V functional and the def2-TZVPD basis

For the calculated total energy, the calculation gives -251.67571 Eh. Its LUMO energy is -0.04208 hartree. The calculation puts the HOMO energy at -7.9 eV. As for the energy above the lowest of the compared OMol25 structures with the same formula, charge and spin: 117.2 kcal per mole. For the molecular weight, the calculation gives 85.1 u. The calculation puts the largest force on an atom at 6.8 eV Å⁻¹. The gap between HOMO and LUMO is 6.7 eV.

Cartesian coordinates (Å):
1 N 1.1429 -1.1597 1.1297
2 C 0.6170 -1.5655 -1.1229
3 C -0.7392 1.3163 -1.2435
4 C 0.7034 -0.5376 -0.0065
5 C -0.8020 1.2410 1.2988
6 C -0.8818 0.5741 -0.0690
7 H -0.5849 0.5919 2.1536
8 H 1.3973 0.2090 -0.3688
9 H 0.1251 -1.0006 -1.9157
10 H 1.6332 -1.8206 -1.4259
11 H -1.6731 -0.1701 -0.0279
12 H 0.0046 1.9374 0.9817
13 H -1.7159 1.7998 1.4552
14 H -1.4225 1.0204 -2.0272
15 H 0.0644 -2.4662 -0.8195
16 H -0.4612 2.3549 -1.1452
17 H 1.1203 -0.6187 1.9906

Atomic partial charges in e from the Mulliken method, atoms 1 to 5: -0.76, -1.17, -0.85, 0.38, -1.28

***

Entry 10:
Molecular formula: C5H11N
Method: DFT, the ωB97M-V functional and the def2-TZVPD basis

For the calculated total energy, the calculation gives -251.66874 Eh. Its LUMO energy is 0.04339 hartree. The calculation puts the HOMO energy at -9.2 eV. As for the energy above the lowest of the compared OMol25 structures with the same formula, charge and spin: 121.6 kcal per mole. For the molecular weight, the calculation gives 85.1 u. The calculation puts the largest force on an atom at 0.3 eV Å⁻¹. The gap between HOMO and LUMO is 10.4 eV.

Cartesian coordinates (Å):
1 N 0.2399 -0.8943 -0.5541
2 C -2.2509 0.5166 0.1570
3 C 2.5109 0.3070 -0.4025
4 C 1.0853 0.1595 0.0674
5 C -1.7314 -0.0769 -0.9635
6 C 0.5312 -1.0204 0.7100
7 H 0.7268 -1.8859 1.3338
8 H 2.5884 1.0769 -1.1783
9 H 0.5702 1.0997 0.3058
10 H -0.5616 -0.3723 1.5863
11 H -3.0709 0.0473 0.6958
12 H -1.2144 0.5065 -1.7163
13 H -1.2596 0.0475 1.3199
14 H -2.1341 1.5868 0.3140
15 H 2.8726 -0.6378 -0.8195
16 H -2.0729 -1.0565 -1.2802
17 H 3.1703 0.5963 0.4243

Atomic partial charges in e from the Mulliken method, atoms 1 to 5: -0.56, -0.76, -1.35, 0.43, -0.26

***

Entry 11:
Molecular formula: C5H11N2
Method: DFT, the ωB97M-V functional and the def2-TZVPD basis

For the calculated total energy, the calculation gives -306.17912 Eh. Its LUMO energy (alpha / beta) is -0.17361 / -0.14397 hartree. The calculation puts the HOMO energy (alpha / beta) at -12.2 / -12.1 eV. The total charge is +1. As for the energy above the lowest of the compared OMol25 structures with the same formula, charge and spin: 128.2 kcal per mole. For the molecular weight, the calculation gives 99.2 u. The calculation puts the largest force on an atom at 4.6 eV Å⁻¹. The gap between HOMO and LUMO (alpha / beta) is 7.5 / 8.2 eV.

Cartesian coordinates (Å):
1 N 3.1211 -0.1726 0.1789
2 N 0.7993 -0.2076 0.4632
3 C -1.3172 2.2992 -0.2609
4 C 1.8747 -0.2214 -0.2713
5 C -0.5189 -0.2793 0.0986
6 C -1.2038 -1.1686 -0.8238
7 C -1.6256 -1.2329 0.6698
8 H -2.6414 -0.9892 1.0335
9 H 3.8924 0.3750 -0.2801
10 H -1.3072 2.2258 0.7545
11 H -1.9651 -0.7279 -1.4114
12 H 1.6850 -0.1019 -1.3885
13 H -0.9091 -2.1572 -1.2955
14 H 1.0089 -0.0747 1.5488
15 H -2.2941 2.2241 -0.8504
16 H -0.4839 2.7344 -0.7254
17 H 3.2886 -0.5191 1.1435
18 H -1.4038 -2.0061 1.4163

Atomic partial charges in e from the Mulliken method, atoms 1 to 5: -0.36, -0.16, -0.89, 0.21, 0.11

***

Entry 12:
Molecular formula: C5H11N2
Method: DFT, the ωB97M-V functional and the def2-TZVPD basis

For the calculated total energy, the calculation gives -306.28596 Eh. Its LUMO energy (alpha / beta) is -0.16853 / -0.16848 hartree. The calculation puts the HOMO energy (alpha / beta) at -12.6 / -12.6 eV. The total charge is +1. As for the energy above the lowest of the compared OMol25 structures with the same formula, charge and spin: 61.2 kcal per mole. For the molecular weight, the calculation gives 99.2 u. The calculation puts the largest force on an atom at 4.1 eV Å⁻¹. The gap between HOMO and LUMO (alpha / beta) is 8.0 / 8.0 eV.

Cartesian coordinates (Å):
1 N 1.8825 0.3139 0.7182
2 N -1.5982 0.0106 0.0214
3 C 3.0216 -0.0245 -0.1771
4 C -1.2487 -1.0114 -0.7461
5 C 0.6568 0.1901 0.1762
6 C -2.9021 0.6005 0.1008
7 C -0.5215 0.4567 0.7960
8 H -2.9219 1.3311 0.8946
9 H -1.8340 -1.3119 -1.5066
10 H 0.8092 0.0554 -0.9072
11 H 2.7413 0.0278 -1.2120
12 H -0.3896 -1.6141 -0.6104
13 H -3.0839 1.0136 -0.9208
14 H 3.2854 -1.0531 -0.1404
15 H -3.6783 -0.1279 0.1090
16 H -0.5137 0.9394 1.7577
17 H 3.7789 0.7042 0.0926
18 H 2.1843 0.3035 1.6303

Atomic partial charges in e from the Mulliken method, atoms 1 to 5: -0.19, 0.14, -0.86, -0.59, -0.23

***

What did the first record say?
Molecular formula: C5H11N
Method: DFT, the ωB97M-V functional and the def2-TZVPD basis

For the calculated total energy, the calculation gives -251.55617 Eh. Its LUMO energy is -0.10669 hartree. The calculation puts the HOMO energy at -6.9 eV. As for the energy above the lowest of the compared OMol25 structures with the same formula, charge and spin: 192.2 kcal per mole. For the molecular weight, the calculation gives 85.1 u. The calculation puts the largest force on an atom at 3.9 eV Å⁻¹. The gap between HOMO and LUMO is 4.0 eV.

Cartesian coordinates (Å):
1 N 0.8366 2.6040 -0.0070
2 C 0.2653 0.2819 0.4169
3 C -0.4347 -2.0421 -0.0045
4 C -1.6390 -2.0216 0.6726
5 C 0.0465 1.4525 -0.5760
6 C 0.5138 -1.0244 -0.2317
7 H 2.5415 0.9991 -1.2305
8 H 1.4431 -1.1108 -0.7930
9 H 1.0292 0.6335 1.1175
10 H -0.2857 -3.0382 -0.4270
11 H -0.9829 1.7876 -0.6108
12 H 0.4735 1.1503 -1.5493
13 H -0.6801 0.1988 0.9428
14 H 0.5181 3.4544 -0.4596
15 H 1.6438 1.8848 -0.4860
16 H -2.0746 -3.0174 0.6557
17 H -2.0527 -1.2351 1.2820

Atomic partial charges in e from the Mulliken method, atoms 1 to 5: -0.66, -0.01, -0.22, -0.72, -1.24

***

Look up the calculated total energy of the sixth one.
-251.81258 Eh

***

Which formula does entry 12 have?
C5H11N2